Record 1
Entry from the OMol25 dataset: C13H16N2O4S3 in the gas phase (wB97M-V/def2-TZVPD).

Last column: natural (NBO) charge in e.
Atoms and positions in Å:
C -1.33 -3.56 -0.69  -0.262
H -1.76 -4.47 -1.09  0.198
O -0.22 -3.26 -1.52  -0.533
C 0.43 -2.05 -1.22  -0.079
C 1.40 -2.17 -0.03  -0.252
N 1.92 -0.92 0.44  -0.693
S 1.44 -0.31 1.90  2.362
O 2.42 0.64 2.33  -0.940
O 1.10 -1.41 2.76  -0.928
C -0.07 0.56 1.54  -0.390
C -0.19 1.92 1.54  -0.341
S -1.75 2.41 1.03  0.454
C -2.25 0.76 0.82  -0.315
C -1.24 -0.10 1.14  -0.187
H -1.35 -1.17 1.12  0.256
C -3.57 0.34 0.30  0.644
O -3.79 -0.82 0.01  -0.605
N -4.49 1.32 0.17  -0.809
H -4.30 2.27 0.42  0.394
H -5.40 1.07 -0.18  0.412
H 0.55 2.64 1.81  0.265
C 2.77 -0.09 -0.38  -0.256
C 2.11 1.19 -0.78  -0.214
C 2.41 2.44 -0.34  -0.246
C 1.58 3.45 -0.88  -0.270
C 0.65 2.94 -1.73  -0.402
S 0.77 1.23 -1.89  0.429
H -0.11 3.47 -2.28  0.237
H 1.67 4.49 -0.65  0.227
H 3.20 2.63 0.37  0.235
H 3.66 0.16 0.20  0.236
H 3.06 -0.67 -1.26  0.225
H 0.89 -2.62 0.83  0.239
H 2.23 -2.84 -0.31  0.201
H 0.98 -1.78 -2.12  0.182
H -0.31 -1.26 -1.01  0.175
H -2.08 -2.76 -0.72  0.191
H -1.03 -3.73 0.35  0.161

- HOMO energy: -9.09 eV
- E_LUMO: 0.08 eV
- SMILES: COCCN(Cc1cccs1)S(=O)(=O)c1csc(C(N)=O)c1
- Total charge: 0
- Relative energy (zero: lowest compared OMol25 entry of this formula, charge and spin): 0.0000 eV



Record 2
Entry from the OMol25 dataset: C13H16N2O5 in the gas phase (wB97M-V/def2-TZVPD).

Last column: natural (NBO) charge in e.
Atoms and positions in Å:
C -2.67 0.68 -0.05  -0.121
C -1.41 -0.18 -0.54  0.675
C -4.09 0.07 -0.53  -0.528
C -4.27 -1.23 0.34  0.795
C 0.40 1.03 0.84  -0.149
C 0.94 2.23 -0.04  0.776
C 1.56 0.45 1.69  -0.423
C 2.49 -0.45 0.81  -0.049
C 2.21 -1.84 0.53  -0.220
C 3.56 0.14 0.17  -0.198
C 3.16 -2.59 -0.27  -0.220
C 4.45 -0.63 -0.62  -0.207
C 4.26 -1.94 -0.77  -0.220
H -2.57 2.08 -1.59  0.384
H -2.99 2.73 -0.24  0.387
H -2.74 0.91 1.05  0.218
H -4.82 0.67 -0.04  0.242
H -4.09 0.00 -1.58  0.236
H -3.19 -2.19 -0.87  0.513
H 0.43 -0.44 -0.68  0.420
H -0.42 1.17 1.54  0.226
H 2.17 1.15 2.22  0.256
H 1.06 -0.24 2.38  0.212
H 1.07 -2.05 0.82  0.222
H 3.77 1.18 0.24  0.242
H 3.06 -3.65 -0.29  0.219
H 5.35 -0.17 -0.99  0.215
H 4.98 -2.58 -1.38  0.214
H -0.90 2.58 -0.53  0.497
N -2.34 2.02 -0.54  -0.831
N -0.20 -0.01 -0.04  -0.596
O -1.60 -0.89 -1.55  -0.673
O -5.09 -1.12 1.21  -0.570
O -3.73 -2.35 -0.11  -0.660
O 2.09 2.60 0.15  -0.609
O 0.12 2.89 -0.75  -0.678

- HOMO energy: -9.15 eV
- E_LUMO: 0.22 eV
- SMILES: N[C@@H](CC(=O)O)C(=O)N[C@@H](Cc1ccccc1)C(=O)O
- Total charge: 0
- Relative energy (zero: lowest compared OMol25 entry of this formula, charge and spin): 2.7578 eV



Record 3
Entry from the OMol25 dataset: a molecular structure, C13H16N2PSeTi (wB97M-V/def2-TZVPD).

Last column: natural (NBO) charge in e.
Atoms and positions in Å:
C -0.32 -0.61 -1.83  -0.801
C -0.58 0.19 -2.95  -0.200
C -0.37 1.58 -3.01  -0.313
C 0.18 2.33 -1.95  -0.202
C 0.51 1.72 -0.74  -0.793
Ti 0.00 0.00 0.00  1.066
P 0.18 -2.23 0.79  0.014
H -0.58 -1.67 -1.94  0.179
H -0.96 -0.31 -3.85  0.184
H -0.58 2.09 -3.96  0.193
H 1.11 2.31 -0.02  0.181
H 0.45 3.38 -2.15  0.185
H 1.42 -2.59 1.39  -0.003
H 0.16 -3.28 -0.18  0.059
H -0.63 -2.91 1.75  -0.025
C -2.08 0.50 4.20  -0.416
N -0.75 -0.05 4.46  -0.363
C 0.36 0.08 3.68  0.229
Se 0.44 1.13 2.29  -0.100
N 1.45 -0.50 4.22  -0.524
C 1.02 -0.99 5.40  0.096
C 1.77 -1.63 6.39  -0.220
C 1.10 -2.00 7.57  -0.206
C -0.28 -1.73 7.73  -0.209
C -1.00 -1.09 6.71  -0.231
C -0.31 -0.73 5.55  0.159
H -2.78 0.26 5.03  0.227
H -2.48 0.06 3.26  0.234
H -2.01 1.60 4.10  0.242
H 2.43 -0.49 3.86  0.460
H 2.83 -1.81 6.27  0.225
H 1.65 -2.48 8.37  0.224
H -0.78 -2.01 8.65  0.224
H -2.06 -0.87 6.84  0.222

- HOMO energy (alpha / beta): -5.50 / -5.59 eV
- E_LUMO (alpha / beta): -0.16 / -0.16 eV
- Total charge: 0
- Multiplicity: 2
- <S²>: 0.815



Record 4
Entry from the OMol25 dataset: a molecular structure, C13H17AsCl3KN2OS2 (wB97M-V/def2-TZVPD).

Last column: natural (NBO) charge in e.
Atoms and positions in Å:
K -0.64 -0.33 1.33  0.901
Cl 2.25 3.58 -4.44  -0.021
C 1.52 2.40 -3.37  -0.068
C 1.41 2.67 -2.02  -0.251
C 0.83 1.73 -1.19  -0.117
Cl 0.72 2.10 0.55  -0.069
C 0.31 0.48 -1.63  0.389
O -0.25 -0.36 -0.84  -0.883
C 0.47 0.28 -3.02  -0.133
Cl -0.07 -1.25 -3.69  -0.021
C 1.05 1.20 -3.87  -0.238
H 1.78 3.60 -1.60  0.236
H 1.14 0.98 -4.93  0.238
C -5.28 -2.32 -0.05  -0.972
As -3.56 -1.47 -0.04  1.448
C -3.40 -0.73 -1.80  -0.981
C -2.29 -2.92 0.06  -0.989
S -3.50 -0.07 1.53  -0.743
H -5.35 -3.04 -0.86  0.231
H -6.02 -1.53 -0.17  0.251
H -5.42 -2.81 0.91  0.248
H -3.85 -1.42 -2.52  0.234
H -2.34 -0.58 -2.02  0.280
H -3.93 0.22 -1.79  0.251
H -2.67 -3.73 -0.56  0.243
H -2.23 -3.25 1.10  0.245
H -1.31 -2.63 -0.31  0.271
C 2.62 1.36 4.38  -0.405
N 3.05 0.87 3.08  -0.362
C 3.88 1.56 2.19  -0.075
C 4.00 0.79 1.09  -0.069
N 3.25 -0.34 1.33  -0.530
C 2.66 -0.32 2.54  0.262
S 1.67 -1.53 3.22  -0.380
H 3.39 2.03 4.77  0.211
H 2.49 0.52 5.04  0.245
H 1.68 1.90 4.29  0.212
H 4.28 2.52 2.43  0.233
H 4.54 0.96 0.18  0.241
H 3.11 -1.12 0.70  0.440

- HOMO energy: -7.43 eV
- E_LUMO: 0.25 eV
- Total charge: 0



Record 5
Entry from the OMol25 dataset: a molecular structure, C13H17AsMnNO10S (wB97M-V/def2-TZVPD).

Last column: natural (NBO) charge in e.
Atoms and positions in Å:
Mn -0.67 0.55 0.82  1.186
O 3.51 0.69 1.15  -1.033
As 1.87 1.19 0.67  2.413
O 1.12 -0.04 -0.17  -1.163
O 0.89 1.44 1.98  -1.118
C 2.32 2.75 -0.36  -0.453
C 3.65 2.92 -0.72  -0.188
C 4.04 4.01 -1.49  -0.230
C 3.09 4.93 -1.90  -0.204
C 1.76 4.76 -1.55  -0.230
C 1.36 3.68 -0.78  -0.191
S -0.39 3.60 -0.34  2.424
O -0.73 2.16 -0.44  -1.010
O -1.04 4.35 -1.39  -0.996
O -0.46 4.14 0.99  -0.962
H 3.42 -0.09 1.70  0.491
H 4.39 2.19 -0.40  0.232
H 5.08 4.13 -1.76  0.203
H 3.39 5.78 -2.50  0.203
H 1.01 5.46 -1.88  0.245
C -4.53 0.32 0.24  -0.710
C -3.05 0.36 0.51  0.760
O -2.25 -0.26 -0.26  -0.739
O -2.60 0.98 1.50  -0.679
H -4.72 0.30 -0.84  0.223
H -5.02 1.18 0.69  0.228
H -4.95 -0.59 0.67  0.213
O -0.94 -3.13 2.93  -0.667
C -0.90 -2.32 1.88  0.812
O -0.60 -1.15 2.02  -0.582
C -1.31 -2.97 0.57  -0.185
N -1.40 -4.43 0.77  -0.656
C -0.17 -4.98 0.17  -0.227
C 0.11 -4.11 -1.05  -0.418
C -0.31 -2.71 -0.59  -0.441
H -2.29 -2.54 0.33  0.263
H -2.20 -4.79 0.28  0.370
H -1.25 -3.99 2.55  0.508
H -0.30 -6.04 -0.05  0.197
H 0.64 -4.89 0.90  0.187
H -0.49 -4.45 -1.89  0.191
H 1.16 -4.14 -1.35  0.217
H -0.79 -2.13 -1.37  0.248
H 0.53 -2.10 -0.25  0.271

- HOMO energy (alpha / beta): -4.83 / -4.26 eV
- E_LUMO (alpha / beta): 2.45 / 2.45 eV
- Total charge: -1
- Multiplicity: 2
- <S²>: 0.870
- Relative energy (zero: lowest compared OMol25 entry of this formula, charge and spin): 0.1793 eV



Record 6
Entry from the OMol25 dataset: a molecular structure, C13H17BF4N2Sn (wB97M-V/def2-TZVPD).

Last column: natural (NBO) charge in e.
Atoms and positions in Å:
C -0.27 0.79 2.55  -0.606
C 0.06 -0.63 2.35  -0.605
H 0.52 1.48 2.23  0.201
H -0.43 1.00 3.62  0.250
H -1.14 1.09 1.97  0.158
H 0.28 -0.82 1.29  0.167
H 0.92 -0.91 2.95  0.233
H -0.77 -1.29 2.63  0.205
C 0.00 2.53 -1.24  0.076
C 0.82 3.32 -2.05  -0.209
C 1.50 2.73 -3.12  -0.077
C 1.52 1.34 -3.21  -0.186
H -0.47 2.92 -0.34  0.251
H 0.87 4.38 -1.85  0.275
H 2.05 3.33 -3.84  0.270
H 2.15 0.80 -3.91  0.251
N -0.23 1.22 -1.56  -0.595
C 0.62 0.58 -2.44  0.151
C 0.41 -0.86 -2.58  0.158
N -0.63 -1.41 -1.84  -0.594
C -0.64 -2.76 -1.71  0.083
C 0.84 -3.01 -3.57  -0.076
C 0.07 -3.59 -2.56  -0.210
H -1.21 -3.14 -0.87  0.242
H -0.04 -4.68 -2.46  0.278
C 1.14 -1.65 -3.49  -0.195
H 1.89 -1.17 -4.12  0.255
H 1.26 -3.62 -4.38  0.267
Sn -2.23 0.24 -2.04  1.669
C -3.42 -0.17 -0.18  -0.898
H -3.66 -1.24 -0.17  0.263
H -4.38 0.34 -0.40  0.259
H -3.10 0.13 0.83  0.288
F 2.18 0.30 5.76  -0.407
B 1.14 0.54 6.70  1.323
F 0.89 -0.65 7.44  -0.232
F 1.55 1.56 7.61  -0.202
F -0.06 0.98 6.01  -0.480

- HOMO energy (alpha / beta): -16.42 / -16.43 eV
- E_LUMO (alpha / beta): -11.42 / -10.96 eV
- Total charge: +2
- Relative energy (zero: lowest compared OMol25 entry of this formula, charge and spin): 0.3614 eV